# C5H35NO14

A cluster of 13 separate species, C5H35NO14 in total at a distorted geometry (ωB97M-V with the def2-TZVPD basis set, the OMol25 dataset).

The value obtained for the energy relative to the best compared isomer or geometry (same formula, charge and spin) is 57.1 kcal/mol. As for the frontier orbital gap: 10.33 eV. The LUMO energy is 0.04 eV. The calculated total energy comes out at -1319.616396 a.u. The calculation puts the HOMO energy at -10.28 eV.

```
! wB97M-V def2-TZVPD RIJCOSX def2/J DEFGRID3
* xyz 0 1
C 1.1124 0.5565 -0.0072
C 1.4037 -0.5419 1.0357
O 0.6968 -0.1782 2.2383
C -0.2893 0.4207 -0.5085
N -0.9571 1.5870 -0.4606
C -2.3863 1.6421 -0.8357
C -2.4914 2.2929 -2.2459
O -0.7440 -0.6464 -0.9482
H 1.2577 1.4492 0.6551
H 1.8498 0.6291 -0.7809
H 0.9526 -1.4762 0.7194
H 2.4453 -0.7240 1.1887
H 0.2639 -1.0546 2.4152
H -0.6178 2.3894 0.0379
H -2.7793 0.6354 -0.7164
H -2.9582 2.2261 -0.0855
H -3.5021 2.2927 -2.6469
H -2.1864 3.3506 -2.2669
H -2.0662 1.5665 -2.9346
H 3.8836 1.9208 0.2173
H 3.8650 1.0191 1.3327
O 4.1337 1.9366 1.1402
H 0.8839 2.2269 2.3558
H 2.2007 2.8611 1.8111
O 1.2608 3.0237 2.0106
H 3.6171 1.2818 -2.3772
H 3.2769 2.6730 -1.6708
O 3.1174 1.7211 -1.6860
H -2.4488 -1.2798 -2.9528
H -2.5150 -2.6794 -2.2645
O -2.4921 -2.2088 -3.1042
H -1.9008 1.3596 2.4471
H -2.8079 2.3506 3.3162
O -1.9731 2.2061 2.8663
H -0.3029 0.1009 4.9365
H -0.7441 -1.4480 4.8187
O -0.6331 -0.6065 4.4003
H 1.1407 -2.6840 -2.3212
H 0.4570 -1.8684 -1.1701
O 1.2594 -2.3797 -1.4142
H -2.7179 -1.7789 1.6385
H -2.2739 -1.2221 3.0101
O -2.7206 -0.9925 2.1761
H 0.1174 -2.9639 1.8702
H -0.9491 -3.2147 2.6774
O -0.0926 -2.7715 2.8293
H -0.2929 -1.5011 -3.8215
H 0.0100 -0.1246 -3.2064
O -0.0470 -0.5864 -4.0472
H -1.1426 -2.5234 0.1418
H -0.0412 -3.6159 -0.1082
O -0.8338 -3.3997 0.4194
H 2.5781 -0.2760 -4.0637
H 2.8140 -0.5946 -2.6263
O 3.3094 -0.3781 -3.4346
*
```

***

# C5H36N2O13

A cluster of 13 separate species, C5H36N2O13 in total at a distorted geometry (ωB97M-V with the def2-TZVPD basis set, the OMol25 dataset).

The value obtained for the energy relative to the best compared isomer or geometry (same formula, charge and spin) is 69.1 kcal/mol. As for the frontier orbital gap: 9.50 eV. The LUMO energy is 0.16 eV. The calculated total energy comes out at -1299.746208 a.u. The calculation puts the HOMO energy at -9.34 eV.

```
! wB97M-V def2-TZVPD RIJCOSX def2/J DEFGRID3
* xyz 0 1
C 3.3552 -0.0064 1.3635
C 2.4290 1.0901 0.7671
C 1.3574 0.4326 -0.1795
C 0.0212 0.3012 0.5095
C -0.9830 1.0035 -0.4307
N -1.9017 0.2045 -0.9544
O -0.9599 2.2203 -0.5737
N 3.2504 2.0890 0.0475
H 3.8812 -0.4049 0.4868
H 3.9134 0.5598 2.1184
H 2.7066 -0.8080 1.7274
H 1.9003 1.5847 1.6403
H 1.7316 -0.5836 -0.5357
H 1.3301 0.9600 -1.1105
H -0.1685 0.8539 1.4431
H -0.1437 -0.7515 0.5537
H -1.9973 -0.7922 -1.0655
H -2.5828 0.6292 -1.6974
H 4.1007 2.3124 0.5213
H 3.5512 1.7199 -0.8529
H 0.1459 -2.5247 2.9801
H 1.1910 -3.7735 3.1163
O 0.9838 -2.9297 2.7130
H 0.1778 3.9249 2.6508
H 0.9036 3.0126 3.4568
O 0.0062 3.3705 3.4675
H -2.5305 1.5642 3.2450
H -1.0538 1.7757 3.4375
O -1.7141 1.0634 3.3001
H -2.7944 -2.0952 -2.0425
H -2.7551 -1.9651 -3.4856
O -2.9999 -1.4444 -2.6981
H 0.2576 2.5159 -1.9876
H 1.1937 3.4256 -2.6509
O 0.6541 2.6237 -2.8816
H -2.9678 -1.9519 0.4131
H -3.1323 -3.2658 1.0350
O -3.6160 -2.4162 0.9484
H -0.5479 1.1771 -4.1979
H 0.7000 0.4232 -4.5230
O -0.2479 0.2929 -4.4524
H 1.5910 -3.5322 0.3898
H 0.8367 -2.5504 1.1132
O 0.8337 -2.9440 0.1822
H 0.1351 4.9814 0.4385
H 0.0171 3.4469 0.4544
O 0.2712 4.2172 0.9972
H -0.5234 -3.0908 -0.6991
H -0.7086 -3.0936 -2.1615
O -1.2764 -3.0750 -1.3650
H -1.3630 -0.6443 2.9644
H -2.3310 -1.7618 2.3338
O -1.4948 -1.5829 2.7718
H -0.2799 -2.3430 -4.3022
H -1.1253 -1.2301 -4.3233
O -1.2281 -2.2152 -4.4166
*
```

***

# C5H36N2O13

A cluster of 13 separate species, C5H36N2O13 in total at a distorted geometry (ωB97M-V with the def2-TZVPD basis set, the OMol25 dataset).

The value obtained for the energy relative to the best compared isomer or geometry (same formula, charge and spin) is 174.9 kcal/mol. As for the frontier orbital gap: 8.94 eV. The LUMO energy is -0.01 eV. The calculated total energy comes out at -1299.577706 a.u. The calculation puts the HOMO energy at -8.95 eV.

```
! wB97M-V def2-TZVPD RIJCOSX def2/J DEFGRID3
* xyz 0 1
C -2.0440 0.4157 -1.4215
O -2.9142 1.4066 -1.9758
C -0.7189 1.1592 -1.3656
C 0.3863 0.1293 -1.4878
C 0.6312 -0.4476 -0.1365
C 1.8043 -0.7285 0.3979
N 2.1795 -1.0123 1.7589
N -0.5280 2.2052 -2.4060
H -2.4862 0.0883 -0.5081
H -1.8863 -0.3286 -2.1623
H -3.8045 0.9837 -2.1381
H -0.7530 1.8242 -0.4970
H 1.2631 0.6625 -1.9930
H 0.1174 -0.5560 -2.1984
H -0.3691 -0.6552 0.3114
H 2.5592 -0.7761 -0.4949
H 3.1067 -1.0300 1.9791
H 1.6301 -1.6372 2.2705
H -1.3279 2.7170 -2.5322
H -0.1389 1.7676 -3.2651
H 0.7181 0.2126 3.0202
H 1.4625 1.1107 3.9856
O 0.5843 0.9519 3.6558
H -2.0601 -0.5762 2.4630
H -1.4988 -1.8491 2.4090
O -1.2473 -1.0649 2.7960
H 4.2818 1.1731 1.0494
H 3.6902 1.6589 -0.3270
O 4.4595 1.2585 0.0580
H -4.2820 -1.3321 0.8058
H -3.9583 0.1895 1.2206
O -3.6845 -0.7795 1.2431
H -0.2377 -3.4073 0.8625
H 0.9148 -3.4940 0.1455
O 0.6340 -3.1719 0.9647
H -3.1377 1.9377 1.6573
H -3.9280 2.4491 0.4120
O -4.0383 1.8144 1.1153
H 0.1758 4.5164 -1.7414
H -0.1783 3.9653 -0.5650
O -0.0274 4.7484 -0.9358
H -0.0040 -2.1416 -4.1066
H -0.4279 -3.1705 -3.1807
O -0.7869 -2.7009 -3.9031
H 1.8453 2.2687 0.9053
H 1.5876 1.8706 2.3700
O 2.2813 2.0584 1.7995
H 1.2386 -2.7140 -1.6499
H 1.3037 -4.2323 -1.4556
O 0.7870 -3.5581 -1.7102
H 3.1257 -2.8207 0.3929
H 3.8632 -2.9500 -1.0593
O 3.0355 -3.2556 -0.5525
H -0.8702 1.1360 1.2763
H -0.9704 1.7726 2.6999
O -1.3575 1.9379 1.7439
*
```

***

Question: Which formula does entry 1 have?
Answer: C5H35NO14

***

Question: HOMO energy of number 1 (C5H35NO14)?
Answer: -10.28 eV

***

Question: Which of these has the lowest calculated total energy?
Answer: C5H35NO14